(1)
{
  "formula": "C12H19Cl2N6O3V",
  "method": "ωB97M-V/def2-TZVPD",
  "elements": ["V", "N", "C", "C", "C", "N", "C", "C", "N", "C", "H", "H", "H", "H", "H", "H", "H", "H", "H", "H", "H", "H", "H", "H", "H", "H", "N", "C", "O", "C", "C", "N", "C", "N", "H", "H", "Cl", "C", "Cl", "C", "O", "O", "H"],
  "xyz": [[0.42, 0.08, -0.80], [-1.50, 0.96, 2.67], [-1.43, -0.12, 1.59], [-2.76, -0.28, 0.98], [-2.57, -1.27, -0.28], [-1.62, -0.65, -1.26], [-2.02, -2.66, 0.03], [-0.78, -2.46, 0.92], [0.38, -1.88, 0.09], [-0.91, -1.51, 2.12], [-2.21, 1.68, 2.48], [-0.58, 1.47, 2.85], [-1.81, 0.48, 3.56], [-0.75, 0.28, 0.80], [-3.19, 0.66, 0.61], [-3.53, -0.68, 1.71], [-3.57, -1.32, -0.82], [-2.05, 0.14, -1.82], [-1.44, -1.32, -2.01], [-1.81, -3.29, -0.90], [-2.80, -3.20, 0.65], [-0.43, -3.44, 1.26], [0.52, -2.55, -0.67], [1.17, -2.06, 0.73], [0.00, -1.41, 2.75], [-1.74, -1.85, 2.78], [4.15, 1.59, -0.75], [3.18, 1.24, 0.17], [2.40, 0.26, -0.18], [3.08, 1.96, 1.45], [4.07, 2.94, 1.70], [4.90, 3.76, 1.82], [1.95, 2.09, 2.29], [1.01, 2.30, 2.99], [4.21, 1.10, -1.62], [4.64, 2.49, -0.62], [-0.80, 0.75, -5.41], [0.70, 1.00, -4.55], [1.16, 2.75, -4.53], [0.37, 0.62, -3.04], [0.65, -0.53, -2.67], [-0.15, 1.52, -2.29], [1.49, 0.35, -4.80]],
  "multiplicity": 3,
  "total_charge": 2,
  "homo_ev": [-13.955, -13.971]
}

(2)
{
  "formula": "C12H19FN4SSiV",
  "method": "ωB97M-V/def2-TZVPD",
  "elements": ["V", "C", "Si", "C", "C", "N", "C", "C", "C", "C", "C", "C", "F", "H", "H", "H", "H", "H", "H", "H", "H", "H", "H", "H", "H", "H", "N", "C", "C", "N", "C", "N", "S", "H", "H", "H", "H", "H", "H"],
  "xyz": [[0.97, 0.28, 0.59], [0.21, -1.07, -3.77], [-0.70, -0.16, -2.43], [-0.68, 1.68, -2.64], [-2.33, -0.88, -1.92], [0.43, -0.46, -0.93], [1.01, -1.70, -0.61], [0.36, -2.94, -0.78], [0.99, -4.10, -0.40], [2.26, -4.08, 0.18], [2.93, -2.88, 0.41], [2.28, -1.75, -0.01], [2.86, -0.49, 0.25], [-0.33, -0.89, -4.71], [0.25, -2.14, -3.62], [1.22, -0.69, -3.91], [-1.05, 1.89, -3.64], [0.32, 2.11, -2.57], [-1.33, 2.19, -1.93], [-3.13, -0.17, -2.15], [-2.39, -1.09, -0.85], [-2.56, -1.80, -2.46], [-0.63, -2.97, -1.22], [0.50, -5.05, -0.55], [2.74, -5.00, 0.47], [3.91, -2.82, 0.86], [-1.32, -0.75, 2.54], [-0.48, -0.38, 1.83], [-1.38, 3.03, 4.25], [-0.87, 2.47, 2.99], [-0.08, 3.12, 2.18], [0.31, 4.36, 2.43], [0.48, 2.47, 0.63], [-1.99, 2.27, 4.73], [-2.00, 3.90, 4.05], [-0.55, 3.29, 4.91], [-1.13, 1.52, 2.76], [0.00, 4.86, 3.25], [0.90, 4.85, 1.78]],
  "multiplicity": 2,
  "total_charge": 2,
  "homo_ev": [-16.534, -16.360]
}

(3)
{
  "formula": "C12H19FeIN5O4",
  "method": "ωB97M-V/def2-TZVPD",
  "elements": ["C", "I", "H", "H", "H", "C", "C", "N", "C", "N", "H", "H", "C", "C", "N", "H", "N", "H", "Fe", "C", "O", "C", "C", "H", "H", "H", "C", "H", "H", "H", "C", "H", "H", "H", "C", "H", "H", "H", "O", "N", "O", "O"],
  "xyz": [[-2.79, 2.01, -1.14], [-4.61, 1.56, -1.86], [-2.65, 3.08, -0.95], [-2.67, 1.47, -0.20], [-1.90, 1.71, -1.75], [1.97, -2.30, -2.68], [1.74, -1.28, -3.53], [0.92, -0.39, -2.86], [0.59, -0.83, -1.60], [1.29, -2.01, -1.51], [2.57, -3.19, -2.82], [2.08, -1.10, -4.53], [-1.68, -0.19, 3.75], [-0.76, 0.40, 1.75], [-1.27, -0.62, 2.50], [-1.51, 1.80, 4.65], [-0.76, 1.45, 2.65], [-2.14, -0.86, 4.47], [-0.10, 0.27, -0.10], [0.68, 2.01, -0.39], [0.18, 3.05, -0.77], [-1.38, 1.09, 3.83], [-0.24, 2.78, 2.42], [-0.17, 3.27, 3.40], [-0.90, 3.40, 1.78], [0.77, 2.75, 1.97], [-1.38, -1.99, 2.04], [-2.13, -2.52, 2.65], [-0.41, -2.52, 2.15], [-1.67, -2.03, 0.98], [1.20, -2.99, -0.46], [0.41, -3.73, -0.68], [0.97, -2.51, 0.51], [2.15, -3.53, -0.37], [0.42, 0.80, -3.50], [-0.69, 0.83, -3.53], [0.80, 0.78, -4.54], [0.79, 1.73, -3.03], [3.82, -1.39, 0.53], [3.07, -0.41, 0.30], [3.37, 0.44, -0.57], [2.04, -0.29, 1.02]],
  "multiplicity": 6,
  "total_charge": -2,
  "homo_ev": [2.099, -1.457]
}

(4)
{
  "formula": "C12H19N2S",
  "method": "ωB97M-V/def2-TZVPD",
  "elements": ["C", "C", "C", "C", "C", "C", "C", "C", "C", "C", "C", "C", "N", "N", "S", "H", "H", "H", "H", "H", "H", "H", "H", "H", "H", "H", "H", "H", "H", "H", "H", "H", "H", "H"],
  "xyz": [[3.15, 0.61, 2.06], [3.46, 0.41, 0.75], [1.80, 0.46, 2.51], [2.33, 0.48, -0.19], [-2.82, 0.95, -1.99], [-2.74, 1.38, -0.51], [-0.33, 0.46, -1.81], [-0.24, 0.68, -0.34], [-1.78, -0.15, -2.11], [-1.70, 0.38, 0.13], [0.88, -0.08, 0.43], [0.87, -2.91, 1.68], [0.84, 0.07, 1.81], [-1.96, -0.82, -0.71], [0.74, -1.95, 0.07], [3.87, 0.44, 2.85], [4.47, 0.45, 0.41], [1.58, 0.58, 3.57], [2.12, 1.61, -0.30], [2.22, 0.06, -1.21], [-3.71, 0.38, -2.08], [-2.67, 1.83, -2.58], [-2.21, 2.48, -0.48], [-3.68, 1.53, -0.04], [-0.12, 1.38, -2.54], [0.38, -0.23, -2.24], [-0.01, 1.74, -0.14], [-1.81, -0.79, -2.92], [-1.75, 0.30, 1.33], [0.31, -2.32, 2.40], [1.97, -2.84, 1.85], [0.50, -3.87, 1.25], [-2.80, -1.18, -0.47], [-1.17, -1.50, -0.43]],
  "multiplicity": 3,
  "total_charge": 1,
  "homo_ev": [-8.937, -11.837]
}

(5)
{
  "formula": "C12H19N9O2PbS",
  "method": "ωB97M-V/def2-TZVPD",
  "elements": ["Pb", "N", "C", "N", "C", "N", "C", "C", "N", "C", "C", "N", "H", "H", "H", "H", "H", "C", "O", "C", "O", "N", "N", "H", "H", "H", "H", "H", "H", "C", "N", "C", "C", "N", "C", "S", "H", "H", "H", "H", "H", "H", "H", "H"],
  "xyz": [[0.84, -0.09, -0.62], [-0.20, -4.22, -2.62], [-0.51, -2.96, -2.31], [0.38, -2.48, -1.46], [1.25, -3.53, -1.28], [0.88, -4.58, -1.98], [2.44, -3.52, -0.47], [3.22, -4.71, -0.34], [4.29, -4.63, 0.36], [4.75, -3.58, 0.95], [3.99, -2.40, 0.81], [2.88, -2.43, 0.12], [-0.66, -4.86, -3.27], [-1.36, -2.43, -2.71], [2.90, -5.63, -0.82], [5.68, -3.61, 1.52], [4.32, -1.46, 1.25], [2.55, 2.54, 3.67], [1.67, 1.40, 3.59], [1.36, 0.80, 2.49], [1.77, 1.05, 1.35], [0.47, -0.21, 2.71], [-0.02, -0.99, 1.64], [2.43, 2.89, 4.69], [2.28, 3.31, 2.95], [3.59, 2.25, 3.51], [0.16, -0.38, 3.66], [-1.05, -0.94, 1.62], [0.22, -1.97, 1.78], [-4.29, 2.71, 0.33], [-3.59, 2.94, -0.88], [-4.01, 3.92, -1.83], [-2.91, 3.90, -2.90], [-2.04, 2.84, -2.43], [-2.45, 2.32, -1.27], [-1.78, 1.04, -0.36], [-5.37, 2.83, 0.18], [-4.01, 3.44, 1.10], [-4.06, 1.71, 0.72], [-4.16, 4.90, -1.37], [-5.00, 3.66, -2.24], [-2.37, 4.85, -2.97], [-3.28, 3.69, -3.91], [-1.20, 2.60, -2.93]],
  "total_charge": 4,
  "homo_ev": [-21.298, -21.288]
}

(6)
{
  "formula": "C12H19NO2",
  "method": "ωB97M-V/def2-TZVPD",
  "elements": ["C", "C", "C", "C", "C", "C", "C", "O", "H", "H", "H", "H", "H", "H", "H", "H", "C", "C", "C", "C", "C", "O", "N", "H", "H", "H", "H", "H", "H", "H", "H", "H", "H", "H"],
  "xyz": [[2.40, 1.99, -2.72], [0.89, -0.02, -3.00], [1.91, 0.65, -2.28], [0.46, -1.31, -2.57], [2.41, 0.00, -1.20], [1.17, -1.93, -1.53], [2.08, -1.26, -0.75], [0.80, -3.24, -1.30], [0.62, 0.34, -4.00], [-0.27, -1.81, -3.12], [2.11, 2.78, -2.04], [2.13, 2.26, -3.75], [3.14, 0.64, -0.62], [2.70, -1.66, 0.01], [1.52, -3.80, -1.58], [3.43, 2.07, -2.92], [-1.00, 1.30, 2.15], [-1.17, 1.67, 0.72], [-0.14, -0.95, 2.23], [-3.64, -0.08, 2.15], [-2.46, -0.85, 2.73], [-2.42, -2.05, 2.91], [-1.24, -0.12, 2.65], [0.18, 1.39, 2.19], [-1.24, 1.98, 2.93], [-1.92, 1.03, 0.40], [-0.46, 1.24, -0.04], [-0.36, -1.46, 1.28], [-4.32, -0.74, 1.73], [-1.28, 2.78, 0.16], [0.90, -0.46, 2.02], [0.22, -1.63, 3.06], [-3.84, 0.80, 2.83], [-3.31, 0.47, 1.27]],
  "smiles": "CCN(C)C(C)=O.Cc1ccc(O)cc1",
  "total_charge": 0,
  "homo_ev": -8.957
}

(7)
{
  "formula": "C12H20BBr6CsF4O6",
  "method": "ωB97M-V/def2-TZVPD",
  "elements": ["Cs", "B", "F", "F", "F", "F", "Br", "C", "C", "Br", "H", "H", "H", "H", "Br", "C", "C", "Br", "H", "H", "H", "H", "Br", "C", "C", "Br", "H", "H", "H", "H", "C", "C", "O", "C", "O", "O", "H", "H", "H", "H", "C", "C", "O", "C", "O", "O", "H", "H", "H", "H"],
  "xyz": [[0.74, 4.53, -1.00], [0.74, 1.44, -0.07], [1.45, 1.41, -1.32], [-0.52, 2.08, -0.31], [0.57, 0.18, 0.50], [1.56, 2.26, 0.79], [-2.08, 3.06, -3.62], [-2.06, 1.13, -3.32], [-3.37, 0.57, -3.73], [-3.39, -1.35, -3.68], [-1.84, 0.97, -2.26], [-1.19, 0.72, -3.84], [-3.65, 0.85, -4.74], [-4.13, 0.92, -3.05], [-0.55, -5.21, -1.99], [-0.14, -3.38, -1.49], [0.94, -2.80, -2.35], [0.38, -2.67, -4.20], [0.19, -3.39, -0.46], [-1.06, -2.85, -1.66], [1.83, -3.42, -2.34], [1.21, -1.80, -2.03], [-1.32, 0.12, 4.03], [0.49, -0.43, 3.66], [0.55, -1.92, 3.59], [2.38, -2.40, 3.16], [1.11, -0.04, 4.45], [0.73, 0.00, 2.70], [-0.12, -2.27, 2.81], [0.31, -2.44, 4.51], [-3.30, 0.58, 0.36], [-3.48, 2.09, 0.65], [-4.71, 2.14, 1.43], [-4.96, 0.88, 1.92], [-5.81, 0.62, 2.58], [-4.04, -0.02, 1.46], [-2.25, 0.33, 0.55], [-3.56, 0.23, -0.63], [-3.58, 2.72, -0.24], [-2.64, 2.52, 1.21], [4.37, 0.83, 0.03], [4.04, 0.01, 1.27], [5.30, 0.06, 2.03], [6.34, 0.37, 1.16], [7.46, 0.33, 1.41], [5.84, 0.75, -0.07], [4.08, 1.87, 0.13], [4.02, 0.37, -0.89], [3.82, -1.02, 1.04], [3.26, 0.47, 1.86]],
  "total_charge": 0,
  "homo_ev": -9.973
}

(8)
{
  "formula": "C12H20BCrN4S3",
  "method": "ωB97M-V/def2-TZVPD",
  "elements": ["Cr", "C", "C", "S", "C", "C", "S", "C", "C", "S", "H", "H", "H", "H", "H", "H", "H", "H", "H", "H", "H", "H", "B", "N", "C", "C", "C", "N", "N", "C", "C", "C", "N", "H", "H", "H", "H", "H", "H", "H", "H"],
  "xyz": [[0.12, 0.01, -0.35], [2.86, 0.73, 1.20], [1.96, 1.13, 2.38], [0.19, 1.45, 1.91], [-0.67, 0.51, 3.19], [-1.46, -0.70, 2.72], [-0.68, -1.71, 1.51], [0.87, -2.13, 2.41], [2.01, -2.13, 1.40], [2.25, -0.66, 0.28], [3.14, 1.53, 0.47], [3.89, 0.50, 1.53], [1.80, 0.38, 3.18], [2.34, 2.10, 2.73], [0.05, 0.21, 4.01], [-1.24, 1.22, 3.72], [-1.54, -1.35, 3.60], [-2.50, -0.48, 2.28], [1.11, -1.43, 3.25], [0.70, -3.11, 2.77], [3.05, -2.35, 1.84], [1.75, -2.92, 0.75], [-1.09, -0.69, -2.75], [0.06, 0.21, -3.22], [0.47, 0.76, -4.41], [1.64, 1.45, -4.19], [1.87, 1.30, -2.82], [0.90, 0.57, -2.27], [-2.17, 0.18, -2.04], [-3.52, 0.02, -2.16], [-4.04, 0.62, -1.05], [-2.98, 0.89, -0.18], [-1.82, 0.67, -0.84], [-0.60, -1.41, -1.88], [-1.50, -1.31, -3.66], [-0.19, 0.64, -5.24], [2.24, 1.91, -4.91], [2.68, 1.67, -2.22], [-4.01, -0.42, -3.04], [-5.07, 0.78, -0.72], [-2.86, 1.35, 0.81]],
  "multiplicity": 5,
  "total_charge": 1,
  "homo_ev": [-11.215, -12.070]
}

(9)
{
  "formula": "C12H20BrClF3N2O",
  "method": "ωB97M-V/def2-TZVPD",
  "elements": ["C", "C", "C", "Br", "N", "C", "C", "C", "N", "C", "C", "C", "C", "O", "C", "F", "F", "F", "C", "Cl", "H", "H", "H", "H", "H", "H", "H", "H", "H", "H", "H", "H", "H", "H", "H", "H", "H", "H", "H", "H"],
  "xyz": [[-1.93, -1.84, 3.05], [-0.48, -2.43, 2.71], [0.63, -1.32, 2.49], [2.39, -2.22, 2.86], [0.74, -0.80, 1.09], [-0.46, -0.68, 0.22], [-0.19, -0.93, -1.37], [-0.66, -2.41, -1.70], [-0.12, -3.36, -0.98], [-0.88, 0.85, 0.33], [0.48, 1.71, 0.33], [1.19, 2.10, -1.04], [0.37, 3.10, -1.98], [-1.00, 3.30, -1.62], [0.51, 2.67, -3.53], [0.34, 3.86, -4.26], [1.77, 2.18, -3.85], [-0.43, 1.73, -3.93], [1.48, 0.53, 0.87], [2.37, 1.27, 2.28], [-2.70, -2.21, 2.30], [-2.26, -2.28, 4.05], [-1.97, -0.72, 3.13], [-0.59, -3.16, 1.84], [-0.14, -3.06, 3.60], [0.45, -0.51, 3.27], [1.32, -1.50, 0.59], [-1.37, -1.32, 0.39], [0.94, -0.91, -1.57], [-0.73, -0.15, -2.00], [-1.41, -2.58, -2.53], [-0.55, -4.23, -1.34], [-1.25, 0.91, 1.42], [-1.79, 1.23, -0.23], [0.59, 2.49, 1.15], [1.55, 1.18, -1.61], [2.15, 2.66, -0.76], [0.87, 4.12, -1.92], [-1.55, 2.53, -1.89], [2.32, 0.21, 0.16]],
  "smiles": "[H]/N=C/C[C@@H]1C[C@H](C[C@H](O)C(F)(F)F)[C@@H](Cl)[N@H+]1[C@H](Br)CC",
  "total_charge": 1,
  "homo_ev": -13.912
}

(10)
{
  "formula": "C12H20BrF3NO4",
  "method": "ωB97M-V/def2-TZVPD",
  "elements": ["C", "C", "C", "C", "N", "C", "O", "C", "F", "F", "F", "C", "C", "O", "Br", "H", "H", "H", "H", "H", "H", "H", "H", "H", "H", "H", "H", "H", "H", "O", "C", "O", "C", "C", "C", "H", "H", "H", "H", "H", "H"],
  "xyz": [[-2.78, 3.18, -0.71], [-2.04, 2.28, -1.86], [-2.99, 1.10, -2.43], [-0.55, 1.87, -1.50], [-0.32, 0.65, -0.65], [-0.34, -0.67, -1.43], [0.36, -1.64, -0.61], [0.50, -2.89, -1.25], [1.84, -3.32, -1.00], [-0.32, -3.92, -0.68], [0.21, -2.89, -2.63], [-1.03, 0.60, 0.67], [-2.41, -0.18, 0.74], [-3.45, 0.51, 0.93], [-2.70, -2.13, 0.66], [-3.80, 2.74, -0.41], [-3.04, 4.22, -1.15], [-2.10, 3.40, 0.19], [-1.95, 3.01, -2.75], [-3.70, 1.61, -3.18], [-3.65, 0.60, -1.64], [-2.40, 0.33, -3.06], [0.04, 1.73, -2.48], [-0.05, 2.77, -0.97], [0.70, 0.71, -0.38], [0.29, -0.44, -2.38], [-1.39, -1.02, -1.69], [-0.31, 0.07, 1.41], [-1.10, 1.68, 1.07], [1.37, -0.02, 3.91], [2.19, -0.47, 3.15], [2.55, 0.14, 1.98], [3.45, -0.70, 1.26], [4.05, -1.62, 2.30], [2.92, -1.77, 3.30], [2.88, -1.25, 0.50], [4.21, -0.10, 0.77], [4.40, -2.57, 1.89], [4.90, -1.13, 2.78], [2.24, -2.59, 3.02], [3.29, -1.90, 4.31]],
  "total_charge": 1,
  "homo_ev": -13.105
}

(11)
{
  "formula": "C12H20Cl8FInN",
  "method": "ωB97M-V/def2-TZVPD",
  "elements": ["C", "C", "C", "F", "In", "C", "C", "C", "C", "C", "N", "H", "H", "H", "H", "H", "H", "H", "H", "H", "H", "H", "H", "C", "Cl", "Cl", "H", "H", "C", "Cl", "Cl", "H", "H", "C", "Cl", "Cl", "H", "H", "C", "Cl", "Cl", "H", "H"],
  "xyz": [[2.90, -1.46, 1.33], [3.17, 0.13, 1.01], [2.65, 0.59, -0.50], [3.72, 1.12, -1.37], [0.98, 2.13, -0.10], [-0.85, 0.84, 0.49], [-1.45, 1.18, 1.96], [-2.74, 0.23, 2.45], [-3.13, -0.88, 1.28], [-2.41, -1.03, -0.17], [-1.26, -0.15, -0.54], [3.40, -2.10, 0.46], [3.40, -1.69, 2.38], [1.75, -1.75, 1.31], [4.31, 0.39, 1.10], [2.59, 0.74, 1.85], [2.09, -0.35, -0.98], [0.67, 2.91, -1.73], [1.43, 3.31, 1.17], [-1.03, 2.03, 2.69], [-3.27, 0.32, 3.49], [-4.01, -1.64, 1.52], [-2.74, -1.86, -0.96], [2.19, -2.65, -2.75], [1.96, -4.40, -2.75], [1.06, -1.86, -1.63], [3.21, -2.43, -2.43], [2.02, -2.26, -3.75], [-3.54, -4.79, 2.84], [-5.01, -3.83, 3.04], [-3.03, -4.83, 1.14], [-2.74, -4.35, 3.44], [-3.73, -5.81, 3.17], [-2.77, 0.65, -4.00], [-4.11, -0.50, -4.09], [-1.95, 0.80, -5.56], [-3.16, 1.63, -3.71], [-2.05, 0.31, -3.26], [2.33, 6.41, 0.41], [1.11, 5.91, 1.58], [3.09, 5.01, -0.35], [1.85, 7.02, -0.37], [3.10, 7.00, 0.92]],
  "total_charge": -1,
  "homo_ev": -4.266
}

Number 1: calculated total energy -2886.77254 hartree. Number 2: calculated total energy -2418.69511 hartree. Number 3: calculated total energy -2604.48822 hartree. Number 4: calculated total energy -975.88156 hartree. Number 5: calculated total energy -1701.42028 hartree. Number 6: calculated total energy -673.76095 hartree. Number 7: calculated total energy -16809.52662 hartree. Number 8: calculated total energy -2951.99258 hartree. Number 9: calculated total energy -3987.45682 hartree. Number 10: calculated total energy -3698.24355 hartree. Number 11: calculated total energy -4495.17300 hartree.